1.
Entry from the Open Molecules 2025 dataset: a 10-piece molecular cluster, C20H65N5O10 overall (ωB97M-V/def2-TZVPD).

Results
Charge: +1
Spin multiplicity: 2
<S²>: 0.75
Gap between HOMO and LUMO (spin up / spin down): 8.31 / 3.12 eV
E_LUMO (spin up / spin down): -0.1107 / -0.3012 Ha

```
100
Properties=species:S:1:pos:R:3:forces:R:3
O -0.4330 0.9375 0.0207 0.2752 -0.2358 0.0038
H -1.1016 1.6134 -0.0903 -0.7380 0.4053 -0.0105
H -0.0443 1.1225 0.8757 0.1119 0.1521 0.4579
O 0.8975 2.0625 2.5409 -0.2656 -0.6239 0.2013
H 1.0508 2.1179 3.4841 0.2732 0.4110 0.1528
H 0.7167 2.9638 2.2739 -0.1041 0.4487 -0.2281
O -1.0853 3.9664 -0.8317 -0.7915 0.1990 0.4949
H -0.2846 3.6385 -1.2411 1.1750 -0.3395 -0.4796
H -1.4233 4.6140 -1.4504 -0.0859 0.2625 -0.1332
O -2.8314 -0.1492 2.4593 0.3380 -0.0934 0.7935
H -2.7779 -0.8614 1.8220 -0.0512 -0.3423 -0.4599
H -3.0582 0.6217 1.9392 0.0653 0.4732 -0.4767
O 1.6326 -0.4087 -1.0848 -0.2119 -0.1166 -1.0115
H 2.2954 -0.4740 -0.3973 0.3778 -0.2917 0.5548
H 0.8224 -0.2033 -0.6183 -0.3495 0.1925 -0.1191
C 1.4619 4.0266 -3.9265 0.0286 2.0364 -1.9716
C 1.1930 2.6546 -3.4636 -0.4287 -0.3026 0.1146
C 2.0778 1.6007 -4.0761 1.5957 0.3801 -0.6024
O 1.9154 1.5536 -5.5199 0.2075 -0.1690 0.6745
C 2.7931 0.6904 -6.2760 -0.8674 -0.1544 0.3463
N 1.3186 2.7774 -2.0031 -0.2594 -0.9450 0.4032
H 1.2977 4.1649 -4.9951 -0.1316 -0.2664 -0.1512
H 2.4806 4.3955 -3.8072 0.3902 -0.5401 0.3765
H 0.8697 4.8116 -3.4563 -0.3508 -0.3394 0.2780
H 0.2241 2.2736 -3.7864 -0.7014 0.6467 0.5542
H 1.9176 0.6925 -3.4951 -0.1790 -0.6230 -0.6149
H 3.0908 1.9291 -3.8431 0.6136 -0.1514 -0.1268
H 2.4046 0.5908 -7.2896 -0.5152 0.1624 0.1624
H 2.7690 -0.3045 -5.8313 0.3301 -0.0906 0.0395
H 3.8117 1.0326 -6.4590 0.1677 0.3681 0.7864
H 2.2974 2.8951 -1.7837 0.3584 0.5525 -0.0916
H 1.1256 1.9179 -1.5092 -0.3764 -0.6178 -0.1585
C 1.5250 -1.1003 3.6449 0.8341 0.0680 -0.6391
C 0.0009 -1.1752 3.7822 -2.6177 -2.3299 0.8089
C -0.5483 -2.5883 4.2954 -0.6518 0.0708 -0.8180
O -1.9871 -2.5773 4.3129 0.9029 0.5639 0.0019
C -2.6919 -3.8285 4.2817 0.3502 -0.0648 -0.3466
N -0.4147 -0.1291 4.7081 3.1377 -0.6101 -1.1289
H 1.7503 -1.7123 2.7715 -0.1482 -0.6383 0.1029
H 2.1345 -1.4089 4.4942 -0.3343 -0.0117 0.1107
H 1.8841 -0.1572 3.2327 -0.2834 0.4864 0.4664
H -0.4314 -0.9669 2.8036 -0.1786 0.1796 0.1162
H -0.1340 -2.8781 5.2611 0.0374 0.3925 0.4251
H -0.2278 -3.3815 3.6199 0.2747 0.1453 -0.3249
H -3.7522 -3.6023 4.1691 0.1705 0.1995 0.3696
H -2.4936 -4.4667 5.1429 -0.0607 0.3035 0.3362
H -2.4431 -4.4415 3.4154 0.3943 0.1857 -0.3365
H 0.0209 -0.2280 5.6140 -0.9643 -0.5634 1.2880
H 0.0804 0.6740 4.3477 -1.2538 1.4102 -0.4935
C -0.4245 -2.7693 0.7719 0.3078 -0.3019 -1.0177
C -1.0810 -2.6997 -0.6259 0.5122 0.1487 1.3505
C -1.7442 -4.0135 -1.0182 -1.1327 0.8312 -0.5860
O -0.7682 -4.9821 -1.1360 0.9152 -1.2456 0.0740
C -1.2335 -6.3203 -1.3059 -0.1470 0.1659 0.3708
N -2.0062 -1.5727 -0.5270 -0.9686 -0.4705 -1.0805
H 0.3511 -3.5349 0.7899 0.1027 0.0804 0.1325
H -1.1556 -2.9710 1.5548 -0.2564 -0.0343 -0.1301
H -0.0014 -1.7768 0.9268 0.3080 -0.0384 0.2161
H -0.3547 -2.4727 -1.4063 0.5607 -0.2484 0.2176
H -2.2617 -3.9135 -1.9723 0.0330 0.3675 -0.5685
H -2.5955 -4.2454 -0.3782 0.1912 -0.3635 0.8830
H -0.4147 -7.0183 -1.4803 0.3176 0.4869 0.0408
H -1.9203 -6.4504 -2.1422 -0.1710 0.3438 -0.1206
H -1.7264 -6.6422 -0.3885 -0.2472 -0.0786 0.0752
H -1.5343 -0.7037 -0.3216 0.5467 -0.0374 0.4946
H -2.2215 -1.4144 -1.5010 -0.9560 0.1987 -0.2778
C -3.6830 1.4705 -1.7461 0.2314 0.2565 -1.0544
C -4.2804 2.0042 -0.4512 -0.2296 -1.4598 0.2678
C -5.2113 0.9609 0.2130 -0.8814 2.2089 1.1843
O -6.3999 0.7576 -0.4809 -0.8052 -0.7486 -1.5105
C -7.3393 -0.1114 0.1439 0.8189 -0.7099 -0.2482
N -3.1985 2.3767 0.5066 0.0523 -0.6123 -1.1453
H -2.8932 2.1240 -2.1166 0.1821 0.2078 0.1265
H -4.4231 1.4959 -2.5459 -0.3190 0.0925 0.1574
H -3.2819 0.4603 -1.8273 -0.0554 -0.1084 0.8721
H -4.7826 2.9261 -0.7445 -0.7298 -0.2110 0.1939
H -5.6378 1.4883 1.0663 0.8434 0.0357 1.1794
H -4.6827 0.0762 0.5680 0.0614 -0.3189 -0.4563
H -8.2275 -0.2055 -0.4808 0.1243 0.4005 0.0544
H -7.5990 0.1165 1.1778 -0.0587 0.7644 0.0500
H -6.9080 -1.1097 0.2186 0.1394 -0.3110 -0.1479
H -3.4847 2.8765 1.3363 -0.6700 0.0844 -0.0266
H -2.7656 3.0636 -0.0942 1.1152 0.3489 0.5855
C 3.5121 1.9205 0.9491 0.4474 -1.2435 -1.2888
C 4.2729 0.6784 0.3915 0.2512 2.2142 -0.4378
C 5.7032 0.7134 0.9435 0.5292 0.0888 -0.0695
O 6.5493 1.8160 0.6007 -0.6855 -0.8492 -1.0162
C 7.0809 1.7132 -0.7666 -0.5766 0.3406 1.2026
N 3.5690 -0.5144 0.8189 0.9460 -0.4269 0.9098
H 3.4666 1.7570 2.0258 -0.2549 0.5963 0.0383
H 2.5418 1.9116 0.4525 -0.2714 0.0433 0.5229
H 4.0015 2.8437 0.6389 0.2277 -0.0538 0.4489
H 4.2207 0.7473 -0.6950 0.2202 -0.2201 -0.1327
H 6.2502 -0.2094 0.7507 -0.0382 -0.3660 -0.3080
H 5.5325 0.7201 2.0201 0.4296 0.3301 0.3492
H 6.3254 1.4006 -1.4875 -0.2418 0.1886 0.0541
H 7.8893 0.9857 -0.8396 0.1967 0.0962 0.2784
H 7.4100 2.7316 -0.9731 0.1666 -0.2879 -0.2505
H 3.6671 -0.4914 1.8239 -0.6383 0.2422 0.7323
H 4.2030 -1.2891 0.6852 0.0469 -0.6518 -0.8865
```
Forces are in eV/Å.

=====

2.
Entry from the Open Molecules 2025 dataset: C20H66FeN2O19 as an isolated structure (ωB97M-V/def2-TZVPD).

Results
Charge: +1
Spin multiplicity: 6
<S²>: 8.76
Gap between HOMO and LUMO (spin up / spin down): 9.86 / 7.13 eV
E_LUMO (spin up / spin down): -0.0694 / -0.1697 Ha

```
108
Properties=species:S:1:pos:R:3:forces:R:3
Fe -0.1718 -0.0328 0.1615 0.2860 -0.1496 -0.1391
N -1.4835 -0.4753 -2.4106 0.8093 -4.1813 -0.1402
O -1.2926 -1.0834 -3.4843 -0.5065 1.9880 1.0178
O -2.1452 0.4814 -2.1624 -0.4087 1.4573 -0.9997
O -0.9950 -1.1591 -1.3542 0.3681 1.5421 0.1119
N 0.9096 1.2924 2.5927 0.4132 0.5580 0.7831
O 1.0167 0.3190 1.7729 0.2121 -1.7661 -1.4585
O 1.6118 1.2479 3.5934 -0.2295 -0.0720 0.0292
O 0.1428 2.1738 2.3082 -0.6292 1.1741 0.0599
C 3.2340 3.4532 1.5687 1.8908 -0.2076 -0.7300
C 3.7076 2.2246 0.7894 -1.0767 -1.0323 -0.0261
O 3.0733 2.2225 -0.5241 -0.3981 0.5427 0.2195
H 2.1954 3.5938 1.4805 -1.3707 0.2477 -0.4717
H 3.8035 4.3236 1.2020 -0.5120 -0.1530 0.1740
H 3.4002 3.3593 2.6258 0.4098 -0.2429 0.4856
H 3.3747 1.2632 1.2515 0.4478 0.7585 0.1059
H 4.7744 2.1877 0.6126 0.2660 0.1424 0.2771
H 3.5746 1.7243 -1.1712 0.7286 -0.0953 -0.3101
C 0.8718 2.5436 -2.9929 0.6096 -0.7019 -1.7230
C 0.2200 2.6402 -1.6736 -0.9972 -0.7070 -0.4318
O 0.6624 1.5138 -0.8841 -1.1208 -0.0293 0.0863
H 1.9474 2.5922 -2.9682 0.6321 -0.0923 0.6878
H 0.6849 3.3037 -3.7490 -0.8418 0.1968 0.2440
H 0.6447 1.5635 -3.4198 -0.1397 0.0763 -0.2363
H -0.8594 2.5951 -1.7444 -0.2289 -0.2668 -0.0402
H 0.4350 3.5593 -1.2211 0.6399 1.2009 1.2286
H 1.6201 1.6878 -0.7238 0.9232 -0.0114 0.5024
C -2.1278 -3.5640 1.0834 -0.5542 -1.0236 -0.4360
C -0.7919 -2.9542 0.8187 -0.1645 -0.5186 -0.2075
O -0.8080 -1.5995 1.2884 0.7201 0.2951 -0.2300
H -2.3263 -3.7216 2.1179 0.2144 0.0012 1.1350
H -2.1903 -4.5755 0.6455 -0.0781 0.5256 -0.1774
H -2.9588 -2.9466 0.7614 0.0080 0.0706 -0.5861
H -0.5698 -2.9051 -0.2336 -0.0244 -0.2046 -0.3340
H -0.0095 -3.5608 1.2938 0.0527 0.5066 0.1823
H -0.4152 -1.5945 2.2136 -0.2583 0.2133 0.2330
C -5.4896 -2.8980 -3.0850 -0.0275 0.2572 0.7529
C -4.4449 -3.1855 -1.9795 -0.2345 -0.8012 0.6279
O -3.3804 -4.0941 -2.2586 -0.2333 -0.2748 0.0684
H -5.9303 -3.7746 -3.5999 0.4327 0.2853 0.5665
H -5.1194 -2.2048 -3.8401 0.2481 -0.1238 -0.0815
H -6.3024 -2.3505 -2.5704 0.1654 -0.3377 -0.3276
H -4.9138 -3.5914 -1.0559 -0.1398 -0.0275 -0.7626
H -3.9550 -2.3025 -1.5934 -0.1093 0.9445 -0.3328
H -3.2001 -4.1276 -3.1934 -0.0086 0.1270 -0.4868
C -1.4476 1.2441 5.7957 -1.1242 0.2502 -0.2407
C -2.1092 2.5313 6.3288 0.1320 -0.8566 0.4412
O -3.0935 2.2519 7.3848 0.6674 1.7198 -0.8928
H -1.1354 0.6073 6.6232 0.2535 0.1383 -0.0225
H -0.6180 1.5522 5.1546 0.1574 -0.1581 0.2368
H -2.1240 0.6457 5.1622 0.0455 0.2418 0.2769
H -2.5604 3.1055 5.5157 -0.1359 -0.1212 0.0005
H -1.2749 3.1195 6.7165 -0.1945 0.2453 0.3092
H -3.3911 3.1622 7.6525 0.2324 -1.4812 -0.1558
C -0.2680 -2.2676 4.8133 1.2057 -1.6863 0.5348
O -0.0902 -1.4746 3.6556 0.8748 1.1405 1.0097
H -1.3031 -2.3299 5.0881 -0.4701 0.0037 0.0942
H 0.1723 -3.2617 4.6073 -0.6429 0.1955 0.0106
H 0.3466 -1.9519 5.6762 -0.4890 0.5050 -0.4485
H 0.6268 -0.8609 3.8990 -0.2402 -0.0472 -0.7074
C -3.1256 0.4045 0.6518 1.2953 -0.2805 -0.9541
O -1.8177 1.0541 0.6424 0.2179 -2.0048 0.1019
H -3.8828 1.1512 0.4318 -0.0873 -0.1902 0.2049
H -3.0390 -0.3529 -0.1348 -0.6005 0.1964 0.1299
H -3.2036 -0.1063 1.5881 -0.4772 0.0123 0.6658
H -1.9321 2.0025 0.5661 -0.0323 1.5700 -0.0779
C 3.7349 -3.3512 3.8363 1.2019 0.6323 0.1947
O 2.4293 -3.6008 3.4555 -1.6750 0.2155 -0.4440
H 4.4220 -3.6249 3.0362 0.2963 -0.1052 0.0011
H 3.8412 -2.2576 3.9855 -0.1016 -0.6329 0.0946
H 4.0087 -3.8864 4.7497 0.0827 0.1673 0.0054
H 2.2242 -4.5342 3.4694 0.1973 -0.2937 0.0676
C 2.6246 -1.9428 0.0970 0.8142 0.7012 -0.6973
O 1.6445 -1.1107 -0.5932 -0.6699 -1.0018 0.0505
H 3.2127 -1.1634 0.5604 0.5093 -0.4319 0.7077
H 2.3083 -2.7282 0.8127 -0.4952 0.7460 -0.4217
H 3.2478 -2.4048 -0.6964 -0.3130 0.1402 0.5091
H 1.4983 -1.5891 -1.4573 -0.5388 0.2375 0.4189
C -3.8916 3.5626 -3.1774 -1.9153 1.6260 0.2657
O -4.4210 2.9472 -1.9916 0.3852 -0.8654 -0.1826
H -3.0389 3.1243 -3.6603 0.2857 -0.7218 0.0203
H -4.7488 3.7261 -3.8609 0.6693 -0.4237 -0.1351
H -3.6463 4.5931 -2.8874 0.2487 -0.3316 0.0786
H -4.7990 2.0729 -2.2171 0.3932 0.7404 0.1029
C 1.5072 -4.0509 -2.8790 0.6725 -0.0498 0.4835
O 1.1769 -2.6911 -2.6859 -0.5103 0.2329 -0.2897
H 1.8152 -4.2130 -3.8968 0.1906 -0.1899 -0.5305
H 2.3724 -4.2007 -2.2275 -0.2474 -0.5492 -0.0858
H 0.6722 -4.7184 -2.6548 0.1446 0.0156 0.2544
H 0.3552 -2.5444 -3.1669 -0.2613 0.6166 0.1305
C -2.3848 4.8858 0.1219 1.3731 -1.4720 -0.2564
O -2.7097 3.4418 0.3423 -0.8580 2.0953 -1.6733
H -2.4746 5.2356 -0.9168 -0.2449 -0.6553 0.0936
H -3.0330 5.4683 0.7198 -0.4840 0.6350 0.8013
H -1.3197 5.0304 0.3728 -0.6106 -0.0807 0.2751
H -3.4805 3.3407 -0.2814 0.7869 -0.4733 0.5851
C 4.8200 0.4643 -5.4073 0.2186 1.7377 0.4996
C 4.0756 0.6183 -4.1011 0.3170 0.7771 1.6052
C 3.8898 -0.7061 -3.3300 -0.7110 0.6787 -0.2622
O 4.8033 1.5394 -3.1452 -0.6417 -1.3055 -0.4956
H 4.1506 -0.0104 -6.0766 -0.3068 -1.0833 -0.8063
H 5.7988 -0.0166 -5.2770 -0.4522 -0.0349 -0.1713
H 4.9548 1.4646 -5.8780 0.2194 -0.4930 0.3992
H 3.0952 1.1175 -4.1998 0.2871 -0.4437 -0.5248
H 3.2921 -0.4800 -2.4212 0.4619 -0.3059 -0.4092
H 4.8700 -1.0859 -3.0663 0.1269 -0.1663 0.1732
H 3.3335 -1.4750 -3.9177 0.4350 0.7049 0.3148
H 5.0156 2.3631 -3.5957 -0.0538 -0.0729 -0.1737
```
Forces are in eV/Å.

=====

Which energy relative to the best compared isomer or geometry (same formula, charge and spin) belongs to each record? In order, 3.9 0.0 kcal per mole.
Which total energy belongs to each record? In order, -1826.71309 -3603.82743 a.u..